# 1
{"formula": "C4H12N2O2", "method": "ωB97M-V/def2-TZVPD", "homo_ev": -7.8, "energy_ev": -11409.09053, "fmax_ev_per_a": 2.404, "homo_lumo_gap_ev": 8.617, "total_charge": 0, "species": ["C", "C", "O", "N", "H", "H", "H", "H", "H", "C", "C", "N", "O", "H", "H", "H", "H", "H", "H", "H"], "coordinates": [[-2.05, 0.74, -2.01], [-0.36, 2.96, 0.02], [-1.54, 1.24, -0.76], [-1.07, 2.61, -0.96], [-2.43, -0.26, -1.79], [-2.85, 1.39, -2.36], [-1.25, 0.68, -2.75], [-0.17, 2.16, 0.82], [0.10, 3.93, 0.04], [2.28, -1.67, 0.82], [-0.27, -0.20, 0.13], [0.92, -2.17, 0.83], [0.47, -2.23, 2.18], [0.09, -3.12, 2.25], [2.55, -1.47, -0.22], [2.95, -2.45, 1.21], [2.41, -0.76, 1.41], [0.18, -1.61, 0.21], [0.65, 0.30, -0.22], [-0.63, -0.05, 1.15]]}

=====

# 2
{"formula": "C4H12N2O2", "method": "ωB97M-V/def2-TZVPD", "homo_ev": [-14.3, -14.2], "energy_ev": -11408.77783, "multiplicity": 2, "fmax_ev_per_a": 3.258, "homo_lumo_gap_ev": [11.020, 5.623], "total_charge": 1, "species": ["C", "C", "N", "C", "C", "N", "O", "H", "H", "H", "H", "H", "H", "H", "H", "H", "H", "H", "H", "O"], "coordinates": [[-2.57, -0.94, 1.54], [-1.90, -1.14, 0.20], [-0.60, -0.49, 0.14], [-0.51, 0.87, -0.31], [0.90, 1.32, 0.11], [1.94, 0.67, -0.45], [0.97, 2.11, 1.04], [-2.52, -1.72, 2.31], [-2.29, -0.05, 2.11], [-3.66, -0.99, 1.54], [-1.74, -2.20, -0.03], [-2.58, -0.77, -0.56], [-0.16, -0.60, 1.06], [-0.72, 0.89, -1.38], [-1.20, 1.57, 0.19], [1.91, 0.06, -1.28], [2.84, 0.79, -0.03], [1.93, -2.32, -1.47], [0.73, -1.48, -1.76], [1.68, -1.50, -1.93]]}